Entry 1:
Below is 10 unconnected molecules or ions with the total composition H20O10, with properties calculated with ωB97M-V with the def2-TZVPD basis set.

total charge = 0
relative energy (zero: lowest compared OMol25 entry of this formula, charge and spin) = 235.30 kJ/mol
2S+1 = 1
LUMO energy = -0.111 eV
electronic energy = -20800.1739 eV
gap between HOMO and LUMO = 10.54 eV

Last column: Löwdin charge in e.
Positions of all 30 atoms, in Å:
O -1.352 0.615 3.016  -0.050
H -1.388 1.552 2.824  0.046
H -0.430 0.383 2.907  -0.008
O -1.978 0.560 -0.952  -0.031
H -2.565 0.304 -0.241  0.059
H -2.220 1.465 -1.149  0.056
O 2.174 -1.318 -1.983  -0.053
H 1.930 -2.190 -2.293  0.039
H 1.474 -1.074 -1.377  -0.042
O -0.400 0.085 -3.626  -0.046
H -1.112 0.691 -3.831  0.026
H -0.699 -0.381 -2.846  -0.007
O 0.565 -0.596 0.086  -0.052
H -0.282 -0.193 -0.108  0.015
H 0.695 -0.444 1.022  0.031
O 1.588 0.465 2.611  -0.021
H 2.103 -0.083 3.202  0.068
H 2.044 1.307 2.605  0.071
O -0.778 -2.735 -1.066  -0.046
H -0.233 -2.125 -0.569  -0.031
H -1.652 -2.345 -1.046  0.026
O 2.796 1.358 -0.738  -0.050
H 2.072 1.532 -1.339  0.018
H 2.628 0.475 -0.409  -0.001
O -1.906 -1.745 1.763  -0.053
H -1.930 -1.321 2.621  0.009
H -1.233 -2.421 1.848  0.038
O -0.193 2.747 0.010  -0.045
H 0.398 3.415 -0.338  0.043
H -0.116 2.016 -0.603  -0.007

---

Entry 2:
Below is 10 unconnected molecules or ions with the total composition H20O10, with properties calculated with ωB97M-V with the def2-TZVPD basis set.

total charge = 0
relative energy (zero: lowest compared OMol25 entry of this formula, charge and spin) = 281.19 kJ/mol
2S+1 = 1
LUMO energy = -0.166 eV
electronic energy = -20799.6983 eV
gap between HOMO and LUMO = 10.22 eV

Last column: Löwdin charge in e.
Positions of all 30 atoms, in Å:
O -3.837 14.599 -12.261  -0.049
H -3.398 15.384 -12.587  0.032
H -4.469 14.926 -11.620  0.023
O -4.465 9.038 -9.124  -0.065
H -4.920 8.699 -8.353  0.025
H -3.888 9.721 -8.782  -0.040
O -5.360 11.845 -14.000  -0.052
H -5.505 12.698 -14.410  0.027
H -5.726 11.936 -13.121  -0.017
O -2.037 13.315 -7.648  -0.019
H -1.789 14.174 -7.992  0.065
H -1.820 13.358 -6.716  0.077
O -2.957 10.906 -7.829  -0.047
H -3.520 10.886 -7.055  0.060
H -2.665 11.816 -7.890  -0.033
O -7.252 12.964 -8.263  -0.064
H -6.370 12.696 -8.521  -0.025
H -7.805 12.216 -8.486  -0.003
O -8.087 10.591 -9.853  -0.045
H -9.006 10.675 -10.105  0.043
H -7.626 11.212 -10.418  -0.009
O -7.332 12.585 -12.020  -0.032
H -7.570 13.430 -11.639  0.066
H -7.774 12.571 -12.869  0.062
O -4.780 12.676 -9.621  -0.032
H -5.133 12.453 -10.482  0.036
H -3.845 12.482 -9.688  0.043
O -4.545 15.470 -7.924  -0.044
H -3.609 15.445 -8.123  0.003
H -4.779 14.558 -7.754  0.012

---

Entry 3:
Below is a molecular structure, H21O10 at a distorted geometry, with properties calculated with ωB97M-V with the def2-TZVPD basis set.

total charge = +1
relative energy (zero: lowest compared OMol25 entry of this formula, charge and spin) = 110.57 kJ/mol
2S+1 = 1
LUMO energy = -3.009 eV
electronic energy = -20809.6823 eV
gap between HOMO and LUMO = 11.49 eV

Last column: Löwdin charge in e.
Positions of all 31 atoms, in Å:
O 2.227 1.169 -2.832  -0.047
H 2.628 0.597 -3.494  0.073
H 2.808 1.161 -2.047  0.004
O -3.060 -0.980 2.271  -0.046
H -2.576 -1.417 1.565  -0.009
H -2.654 -1.132 3.126  0.043
O -1.255 1.286 -0.999  0.120
H -1.463 1.461 -0.050  0.098
H -2.006 0.701 -1.245  0.113
O -2.078 3.089 0.905  -0.031
H -1.136 2.966 0.753  0.013
H -2.309 3.755 0.246  0.069
O 1.058 2.075 1.893  -0.037
H 1.536 1.245 1.892  0.032
H 1.272 2.516 2.717  0.054
O 1.248 -2.812 -0.896  -0.063
H 1.889 -3.515 -0.763  0.062
H 0.672 -2.917 -0.100  0.015
O -2.848 -1.091 -0.543  -0.046
H -2.329 -1.897 -0.652  0.062
H -3.658 -1.292 -0.019  0.084
O 0.669 -0.157 -1.149  0.022
H 0.634 -1.113 -1.422  0.086
H 0.977 0.261 -2.011  0.081
O 3.389 1.090 -0.403  -0.029
H 2.726 1.766 -0.184  0.060
O 0.408 -3.489 1.591  -0.037
H 0.083 -3.280 2.467  0.061
H -0.459 0.423 -1.004  0.074
H 4.294 1.321 -0.265  0.062
H 1.358 -3.354 1.640  0.058

---

Entry 4:
Below is 10 unconnected molecules or ions with the total composition H21O10 at a distorted geometry, with properties calculated with ωB97M-V with the def2-TZVPD basis set.

total charge = +1
relative energy (zero: lowest compared OMol25 entry of this formula, charge and spin) = 302.28 kJ/mol
2S+1 = 1
LUMO energy = -3.242 eV
electronic energy = -20807.6954 eV
gap between HOMO and LUMO = 10.93 eV

Last column: Löwdin charge in e.
Positions of all 31 atoms, in Å:
O 2.568 0.385 -2.323  0.073
H 3.466 0.080 -2.273  0.104
H 2.658 1.234 -1.986  0.035
O -3.051 0.083 1.514  -0.084
H -3.369 -0.251 2.413  0.119
H -2.323 0.718 1.831  0.089
O -1.102 0.277 -0.279  -0.003
H -1.558 0.370 0.540  -0.005
H -1.840 -0.174 -0.813  0.122
O -0.397 3.729 0.354  -0.006
H -1.161 4.094 0.899  0.118
H -0.823 2.959 0.162  -0.036
O 0.936 2.095 2.031  -0.019
H 1.293 2.486 2.854  0.102
H 0.654 2.733 1.506  -0.097
O 0.707 -3.275 -1.872  -0.039
H 0.349 -4.048 -1.406  0.082
H 1.657 -3.328 -2.064  0.087
O -3.771 -1.302 -1.125  0.019
H -3.685 -2.092 -0.721  -0.014
H -4.073 -0.805 -0.368  0.026
O 1.072 -0.959 -0.836  -0.056
H 0.571 -1.841 -1.013  0.072
H 1.618 -0.424 -1.668  0.108
O 2.823 1.605 0.246  -0.139
H 1.778 1.524 0.412  0.067
O 0.736 -2.720 0.845  -0.039
H 0.979 -3.134 1.659  0.053
H 0.229 -0.177 -0.535  0.147
H 2.951 2.142 1.095  0.070
H 0.107 -1.986 0.921  0.044

---

Entry 5:
Below is 10 unconnected molecules or ions with the total composition H21O10 at a distorted geometry, with properties calculated with ωB97M-V with the def2-TZVPD basis set.

total charge = +1
relative energy (zero: lowest compared OMol25 entry of this formula, charge and spin) = 221.80 kJ/mol
2S+1 = 1
LUMO energy = -3.329 eV
electronic energy = -20808.5295 eV
gap between HOMO and LUMO = 10.73 eV

Last column: Löwdin charge in e.
Positions of all 31 atoms, in Å:
O 2.679 0.119 0.816  -0.030
H 2.889 -1.117 -2.463  0.040
H -1.943 2.087 -3.260  0.108
O -2.542 0.436 -1.424  0.065
H 0.360 2.155 3.437  0.090
H -2.377 -0.665 -1.233  0.119
O -1.376 1.318 -3.426  0.052
H -2.464 -2.350 -0.315  0.123
H 2.027 1.088 -0.337  -0.005
O -1.919 -1.322 2.603  -0.067
H -2.192 -0.519 3.080  0.050
H 2.082 0.621 1.384  0.029
O 3.006 -1.386 -1.555  -0.042
H -2.154 0.723 -2.402  0.072
H -2.096 -0.861 1.754  0.011
O -0.730 1.477 0.381  -0.081
H 0.257 1.507 0.285  0.013
H -2.248 1.113 -0.800  0.077
O 0.621 1.358 2.893  -0.072
H 2.316 2.378 -0.948  0.069
H 1.216 0.856 3.462  0.051
O 1.570 1.773 -0.894  -0.082
H 3.643 -0.942 -1.006  0.023
H 2.301 -0.767 0.746  0.060
O 0.585 -3.266 0.638  -0.052
H -0.989 2.408 0.467  0.068
O -1.806 -1.646 -0.418  0.018
H -1.167 -1.982 -1.130  0.157
H -0.107 -2.749 1.073  0.006
H -0.692 1.337 -2.736  0.086
H 1.253 -3.182 1.329  0.045

---

Entry 6:
Below is 10 unconnected molecules or ions with the total composition H21O10 at a distorted geometry, with properties calculated with ωB97M-V with the def2-TZVPD basis set.

total charge = +1
relative energy (zero: lowest compared OMol25 entry of this formula, charge and spin) = 312.44 kJ/mol
2S+1 = 1
LUMO energy = -2.801 eV
electronic energy = -20807.5901 eV
gap between HOMO and LUMO = 11.42 eV

Last column: Löwdin charge in e.
Positions of all 31 atoms, in Å:
O 2.810 0.486 -1.825  0.202
H 3.579 -0.095 -1.773  0.152
H 3.116 1.188 -1.252  0.072
O -3.118 0.341 2.264  -0.075
H -2.720 0.510 1.416  -0.018
H -4.029 -0.092 2.135  0.093
O -0.938 0.195 -0.833  -0.054
H -1.797 0.231 -0.428  0.010
H -1.070 -0.527 -1.465  0.055
O -0.321 3.709 0.400  -0.060
H -1.193 4.143 0.435  0.065
H -0.195 3.818 -0.552  0.055
O 0.757 1.903 2.062  -0.097
H 0.063 1.224 2.284  0.077
H 0.325 2.797 2.109  0.060
O 0.047 -3.261 -1.945  -0.098
H -0.255 -4.100 -1.333  0.155
H 0.050 -3.633 -2.819  0.032
O -3.030 -0.985 -1.045  0.064
H -3.016 -1.889 -0.828  0.066
H -3.616 -0.975 -1.666  -0.018
O 1.294 -1.133 -0.675  -0.134
H 0.824 -2.080 -0.587  0.107
H 2.122 -0.121 -1.154  0.117
O 2.969 1.958 0.428  -0.156
H 2.132 1.768 0.877  -0.027
O 0.402 -2.828 1.429  -0.052
H 1.048 -2.103 1.431  0.037
H 0.530 -0.463 -0.345  0.095
H 3.415 2.817 1.065  0.221
H -0.186 -2.802 2.189  0.053